DFT (the ωB97M-V functional and the def2-TZVPD basis) results for 2 unconnected molecules or ions with the total composition C2H3N7O4 in a non-equilibrium geometry.

Geometry as XYZ:
```
16
Properties=species:S:1:pos:R:3
C -0.113 1.946 -0.394
C -0.039 1.309 -1.677
N 1.056 0.084 -0.279
N 0.730 1.263 1.618
N 0.653 1.111 0.360
N 0.657 0.133 -1.501
N -0.746 -1.823 -1.365
N 1.201 0.165 2.386
N -1.295 -1.858 -0.219
O 1.468 0.467 3.490
O 1.320 -0.904 1.859
O -1.293 -0.917 0.528
O -1.834 -2.911 0.038
H -0.317 2.922 -0.100
H -0.408 1.513 -2.708
H -1.040 -2.500 -2.036
```

Summary:
* energy relative to the best compared isomer or geometry (same formula, charge and spin): 118.69 kJ/mol
* orbital gap (spin up / spin down): 7.1 / 7.5 eV
* energy: -20729.216 eV

natural (NBO) atomic charges, in units of e: number 1, C, carries -0.079; number 2, C, carries -0.089; number 3, N, carries -0.043; number 4, N, carries -0.021; number 5, N, carries 0.008; number 6, N, carries -0.174; number 7, N, carries -0.270; number 8, N, carries 0.597; number 9, N, carries 0.575; number 10, O, carries -0.317; number 11, O, carries -0.325; number 12, O, carries -0.403; number 13, O, carries -0.325; number 14, H, carries 0.244; number 15, H, carries 0.241; number 16, H, carries 0.380

***

DFT (the ωB97M-V functional and the def2-TZVPD basis) results for 2 unconnected molecules or ions with the total composition C3H10N2O2.

Geometry as XYZ:
```
17
Properties=species:S:1:pos:R:3
C -0.239 -2.015 0.554
C -0.084 -0.903 1.539
N 0.981 -0.915 2.362
O -0.896 0.019 1.602
H 0.368 -2.897 0.748
H 0.010 -1.626 -0.434
H -1.288 -2.303 0.538
H 1.650 -1.666 2.404
H 1.072 -0.141 3.002
N 0.060 1.628 -2.705
C -0.598 1.493 -1.432
O 0.287 1.705 -0.338
H 0.378 2.580 -2.786
H 0.875 1.043 -2.704
H -1.401 2.230 -1.390
H -1.033 0.495 -1.373
H -0.144 1.273 0.412
```

Summary:
* energy relative to the best compared isomer or geometry (same formula, charge and spin): 59.65 kJ/mol
* structure (SMILES): CC(N)=O.NCO
* orbital gap: 10.3 eV
* energy: -10348.870 eV

natural (NBO) atomic charges, in units of e: number 1, C, carries -0.716; number 2, C, carries 0.683; number 3, N, carries -0.802; number 4, O, carries -0.666; number 5, H, carries 0.215; number 6, H, carries 0.247; number 7, H, carries 0.248; number 8, H, carries 0.397; number 9, H, carries 0.409; number 10, N, carries -0.829; number 11, C, carries 0.089; number 12, O, carries -0.765; number 13, H, carries 0.354; number 14, H, carries 0.351; number 15, H, carries 0.150; number 16, H, carries 0.143; number 17, H, carries 0.491

***

DFT (the ωB97M-V functional and the def2-TZVPD basis) results for a molecular structure, C6HO6Pt in a non-equilibrium geometry.

Geometry as XYZ:
```
14
Properties=species:S:1:pos:R:3
O 0.995 1.254 -3.203
C 1.252 0.677 -2.223
Pt -0.039 0.413 -0.579
O -1.619 2.405 -2.253
C -1.229 1.642 -1.494
C -1.312 0.053 0.987
O -2.176 -0.072 1.732
C 1.489 -0.785 0.187
O 1.721 -1.553 1.095
C -0.648 -1.220 -1.460
O -1.002 -2.220 -1.891
H 2.326 -0.757 -0.587
O 1.493 2.480 1.159
C 0.842 1.732 0.570
```

Summary:
* energy relative to the best compared isomer or geometry (same formula, charge and spin): 168.52 kJ/mol
* orbital gap (spin up / spin down): 6.6 / 6.5 eV
* energy: -21720.546 eV
* 2S+1: 5
* charge: +3

natural (NBO) atomic charges, in units of e: number 1, O, carries -0.201; number 2, C, carries 0.477; number 3, Pt, carries 1.086; number 4, O, carries -0.092; number 5, C, carries 0.440; number 6, C, carries 0.468; number 7, O, carries -0.112; number 8, C, carries -0.017; number 9, O, carries 0.036; number 10, C, carries 0.440; number 11, O, carries -0.137; number 12, H, carries 0.325; number 13, O, carries -0.147; number 14, C, carries 0.434

***

DFT (the ωB97M-V functional and the def2-TZVPD basis) results for 11 unconnected molecules or ions with the total composition H22O11 in a non-equilibrium geometry.

Geometry as XYZ:
```
33
Properties=species:S:1:pos:R:3
O 1.618 0.612 -1.442
H 0.712 0.654 -1.189
H 2.060 0.233 -0.733
O 4.421 2.621 0.174
H 4.027 2.595 -0.735
H 4.100 3.483 0.553
O 2.355 -0.812 2.058
H 1.911 -0.438 2.870
H 1.639 -0.985 1.535
O 1.485 3.209 -1.133
H 1.716 2.263 -0.838
H 1.074 3.038 -2.028
O -3.554 -1.942 2.931
H -2.726 -1.546 2.840
H -4.175 -1.394 2.434
O -2.678 -1.191 -0.920
H -3.229 -2.093 -0.864
H -2.981 -0.670 -1.622
O -2.229 -0.649 -3.739
H -2.772 -0.518 -4.569
H -1.437 -0.178 -3.662
O 1.314 -2.237 -3.111
H 1.556 -1.327 -3.256
H 2.149 -2.769 -3.219
O -1.345 0.037 4.475
H -1.266 -0.872 4.757
H -0.608 0.549 4.298
O -0.342 0.701 1.665
H -1.154 0.966 2.182
H 0.089 1.470 1.117
O -0.160 -0.981 -0.218
H -0.849 -1.314 -0.998
H -0.723 -0.515 0.385
```

Summary:
* energy relative to the best compared isomer or geometry (same formula, charge and spin): 313.42 kJ/mol
* orbital gap (spin up / spin down): 10.0 / 3.1 eV
* energy: -22867.202 eV
* 2S+1: 2
* charge: +1

natural (NBO) atomic charges, in units of e: number 1, O, carries -0.798; number 2, H, carries 0.466; number 3, H, carries 0.501; number 4, O, carries -0.944; number 5, H, carries 0.468; number 6, H, carries 0.480; number 7, O, carries -0.866; number 8, H, carries 0.477; number 9, H, carries 0.446; number 10, O, carries -0.928; number 11, H, carries 0.460; number 12, H, carries 0.471; number 13, O, carries -0.926; number 14, H, carries 0.455; number 15, H, carries 0.471; number 16, O, carries -0.995; number 17, H, carries 0.532; number 18, H, carries 0.513; number 19, O, carries -0.986; number 20, H, carries 0.515; number 21, H, carries 0.475; number 22, O, carries -0.933; number 23, H, carries 0.471; number 24, H, carries 0.494; number 25, O, carries -0.975; number 26, H, carries 0.502; number 27, H, carries 0.478; number 28, O, carries -1.002; number 29, H, carries 0.532; number 30, H, carries 0.514; number 31, O, carries -0.445; number 32, H, carries 0.560; number 33, H, carries 0.517

***

DFT (the ωB97M-V functional and the def2-TZVPD basis) results for 8 unconnected molecules or ions with the total composition C24H56N8O8 in a non-equilibrium geometry.

Geometry as XYZ:
```
96
Properties=species:S:1:pos:R:3
C 0.356 -0.068 -0.313
N -0.261 -1.220 -0.908
C -0.703 -2.224 0.017
C -0.096 -1.469 -2.227
O -0.338 -2.519 -2.796
H 0.766 0.644 -1.027
H 1.165 -0.327 0.378
H -0.376 0.480 0.285
H 0.047 -2.433 0.796
H -1.547 -1.854 0.605
H -0.897 -3.164 -0.489
H 0.257 -0.561 -2.738
C -1.789 2.642 4.198
N -0.764 3.123 3.285
C -0.235 4.459 3.501
C -0.502 2.442 2.156
O 0.200 2.831 1.237
H -1.541 2.981 5.204
H -1.842 1.559 4.211
H -2.745 3.088 3.908
H 0.633 4.575 2.860
H -0.991 5.211 3.251
H 0.002 4.558 4.559
H -0.940 1.435 2.175
C 4.306 0.492 0.550
N 3.648 0.391 1.828
C 3.347 1.595 2.576
C 3.074 -0.773 2.218
O 2.359 -0.954 3.173
H 3.586 0.695 -0.254
H 4.805 -0.441 0.298
H 5.017 1.316 0.583
H 4.239 2.233 2.513
H 2.529 2.164 2.126
H 3.204 1.411 3.634
H 3.416 -1.605 1.564
C 0.578 -5.577 5.111
N 1.705 -5.377 4.228
C 1.639 -4.299 3.245
C 2.750 -6.230 4.198
O 3.625 -6.228 3.360
H -0.052 -4.698 5.149
H 0.938 -5.904 6.091
H -0.053 -6.413 4.774
H 2.653 -4.074 2.929
H 1.113 -4.623 2.337
H 1.114 -3.451 3.672
H 2.715 -6.924 5.061
C -3.065 -4.557 -3.685
N -4.017 -4.064 -2.723
C -5.237 -4.807 -2.584
C -3.842 -2.874 -2.110
O -4.629 -2.348 -1.353
H -2.192 -3.903 -3.704
H -3.517 -4.616 -4.678
H -2.684 -5.546 -3.411
H -5.904 -4.305 -1.892
H -5.749 -4.877 -3.555
H -5.025 -5.845 -2.316
H -2.847 -2.448 -2.327
C -5.935 1.565 0.082
N -4.494 1.669 0.176
C -3.920 2.982 0.371
C -3.725 0.567 0.316
O -2.547 0.558 0.615
H -6.294 0.598 0.420
H -6.246 1.728 -0.956
H -6.408 2.363 0.655
H -2.835 2.896 0.422
H -4.123 3.647 -0.469
H -4.250 3.416 1.321
H -4.291 -0.363 0.132
C 5.335 1.215 -3.372
N 4.409 1.125 -4.464
C 4.930 1.288 -5.800
C 3.163 0.643 -4.253
O 2.708 0.324 -3.174
H 6.321 0.852 -3.677
H 5.006 0.639 -2.513
H 5.508 2.250 -3.052
H 4.138 1.394 -6.538
H 5.542 2.196 -5.831
H 5.588 0.479 -6.137
H 2.552 0.578 -5.167
C 1.145 3.528 -1.620
N -0.242 3.949 -1.546
C -0.495 5.247 -0.985
C -1.254 3.177 -2.008
O -2.406 3.528 -2.120
H 1.751 4.422 -1.764
H 1.268 2.764 -2.385
H 1.463 3.102 -0.664
H 0.007 6.041 -1.542
H -1.559 5.485 -1.053
H -0.287 5.268 0.089
H -0.928 2.154 -2.260
```

Summary:
* energy relative to the best compared isomer or geometry (same formula, charge and spin): 428.33 kJ/mol
* structure (SMILES): CN(C)C=O.CN(C)C=O.CN(C)C=O.CN(C)C=O.CN(C)C=O.CN(C)C=O.CN(C)C=O.CN(C)C=O
* orbital gap: 9.2 eV
* energy: -54097.492 eV

Löwdin atomic charges, in units of e: number 1, C, carries -0.058; number 2, N, carries -0.160; number 3, C, carries -0.042; number 4, C, carries -0.332; number 5, O, carries -0.014; number 6, H, carries 0.067; number 7, H, carries 0.079; number 8, H, carries 0.048; number 9, H, carries 0.083; number 10, H, carries 0.085; number 11, H, carries 0.086; number 12, H, carries 0.120; number 13, C, carries -0.043; number 14, N, carries -0.186; number 15, C, carries -0.037; number 16, C, carries -0.336; number 17, O, carries -0.015; number 18, H, carries 0.084; number 19, H, carries 0.091; number 20, H, carries 0.087; number 21, H, carries 0.082; number 22, H, carries 0.093; number 23, H, carries 0.085; number 24, H, carries 0.120; number 25, C, carries -0.063; number 26, N, carries -0.193; number 27, C, carries -0.037; number 28, C, carries -0.377; number 29, O, carries 0.015; number 30, H, carries 0.078; number 31, H, carries 0.089; number 32, H, carries 0.087; number 33, H, carries 0.087; number 34, H, carries 0.076; number 35, H, carries 0.088; number 36, H, carries 0.138; number 37, C, carries -0.063; number 38, N, carries -0.197; number 39, C, carries -0.042; number 40, C, carries -0.362; number 41, O, carries 0.014; number 42, H, carries 0.083; number 43, H, carries 0.083; number 44, H, carries 0.087; number 45, H, carries 0.079; number 46, H, carries 0.092; number 47, H, carries 0.077; number 48, H, carries 0.134; number 49, C, carries -0.058; number 50, N, carries -0.198; number 51, C, carries -0.054; number 52, C, carries -0.328; number 53, O, carries -0.001; number 54, H, carries 0.069; number 55, H, carries 0.089; number 56, H, carries 0.091; number 57, H, carries 0.082; number 58, H, carries 0.091; number 59, H, carries 0.089; number 60, H, carries 0.123; number 61, C, carries -0.052; number 62, N, carries -0.173; number 63, C, carries -0.054; number 64, C, carries -0.302; number 65, O, carries -0.011; number 66, H, carries 0.086; number 67, H, carries 0.092; number 68, H, carries 0.084; number 69, H, carries 0.066; number 70, H, carries 0.082; number 71, H, carries 0.088; number 72, H, carries 0.123; number 73, C, carries -0.051; number 74, N, carries -0.194; number 75, C, carries -0.065; number 76, C, carries -0.328; number 77, O, carries 0.001; number 78, H, carries 0.092; number 79, H, carries 0.071; number 80, H, carries 0.096; number 81, H, carries 0.085; number 82, H, carries 0.091; number 83, H, carries 0.092; number 84, H, carries 0.140; number 85, C, carries -0.057; number 86, N, carries -0.183; number 87, C, carries -0.057; number 88, C, carries -0.332; number 89, O, carries 0.000; number 90, H, carries 0.086; number 91, H, carries 0.074; number 92, H, carries 0.061; number 93, H, carries 0.089; number 94, H, carries 0.085; number 95, H, carries 0.080; number 96, H, carries 0.135